No. 1
DFT (ωB97M-V/def2-TZVPD) results for a 4-piece molecular cluster, C18H22F3N3Si overall.

Output
Structure (SMILES) = FC(F)(F)CC[SiH3].c1ccncc1.c1ccncc1.c1ccncc1

```
! wB97M-V def2-TZVPD RIJCOSX def2/J DEFGRID3
* xyz 0 1
F 1.57 2.26 1.56
C 0.83 2.01 0.42
F 1.77 1.77 -0.61
F 0.17 0.81 0.61
C -0.07 3.19 -0.07
C -1.48 3.30 0.66
Si -2.88 2.24 -0.13
H -0.18 3.20 -1.19
H 0.50 4.15 0.18
H -1.81 4.39 0.58
H -1.41 3.09 1.78
H -2.22 1.19 -0.93
H -3.57 1.58 0.99
H -3.83 3.00 -0.94
C 4.95 -0.76 2.75
C 3.82 -0.22 2.16
C 2.61 -0.39 2.80
N 2.46 -1.04 3.96
C 3.56 -1.55 4.51
C 4.83 -1.44 3.96
H 5.93 -0.65 2.28
H 3.88 0.31 1.22
H 1.69 0.02 2.37
H 3.41 -2.07 5.45
H 5.69 -1.87 4.45
C -5.41 -3.32 1.05
C -4.20 -2.93 0.50
C -4.04 -1.60 0.15
N -4.98 -0.66 0.30
C -6.15 -1.07 0.83
C -6.41 -2.37 1.22
H -5.57 -4.35 1.35
H -3.40 -3.64 0.36
H -3.10 -1.24 -0.28
H -6.90 -0.29 0.94
H -7.37 -2.64 1.65
C 2.64 -0.20 -3.09
C 2.68 0.98 -3.83
C 2.48 0.90 -5.20
N 2.26 -0.25 -5.85
C 2.23 -1.37 -5.12
C 2.42 -1.40 -3.75
H 2.79 -0.18 -2.02
H 2.85 1.93 -3.35
H 2.49 1.79 -5.81
H 2.06 -2.28 -5.68
H 2.38 -2.34 -3.20
*
```

How positive or negative is each atom? The natural (NBO) charges in e answer that: -0.33, 0.99, -0.36, -0.33, -0.49, -0.86, 0.88, 0.24, 0.24, 0.24, 0.25, -0.17, -0.14, -0.16, -0.17, -0.26, 0.03, -0.42, 0.03, -0.27, 0.21, 0.22, 0.20, 0.19, 0.22, -0.17, -0.26, 0.03, -0.42, 0.03, -0.26, 0.22, 0.22, 0.20, 0.19, 0.22, -0.17, -0.26, 0.03, -0.42, 0.03, -0.26, 0.22, 0.22, 0.19, 0.19, 0.22

No. 2
DFT (ωB97M-V/def2-TZVPD) results for C17H16BBr27ClFO4 as an isolated structure.

```
! wB97M-V def2-TZVPD RIJCOSX def2/J DEFGRID3
* xyz 0 1
C -3.36 1.17 -2.67
C -1.93 0.64 -2.62
O -1.67 -0.18 -1.45
B -1.02 0.54 -0.47
O 0.34 0.58 -0.35
C -1.94 1.38 0.53
C -2.26 2.66 0.28
Cl -1.69 3.56 -1.05
C -3.19 3.41 1.21
O -3.91 4.29 0.80
C -3.19 2.97 2.62
C -2.87 1.71 2.87
F -2.87 1.21 4.08
C -2.48 0.76 1.77
O -2.59 -0.43 1.92
H -3.39 2.22 -2.95
H -3.95 0.63 -3.41
H -3.85 1.08 -1.70
H -1.79 -0.04 -3.47
H -1.19 1.43 -2.75
H 0.64 0.50 0.56
H -3.48 3.67 3.39
C -0.13 -3.90 -0.09
Br -0.23 -1.97 -0.12
Br 1.68 -4.53 -0.02
Br -1.17 -4.68 1.33
H -0.55 -4.24 -1.03
C 3.65 -2.72 -3.74
Br 3.01 -2.53 -5.54
Br 2.46 -1.93 -2.47
Br 4.00 -4.57 -3.30
H 4.58 -2.19 -3.68
C -4.43 -5.67 0.06
Br -4.24 -7.58 -0.02
Br -3.96 -4.82 -1.60
Br -6.20 -5.17 0.62
H -3.74 -5.31 0.80
C 0.19 4.60 3.62
Br -0.91 6.02 2.93
Br 0.53 3.28 2.27
Br 1.81 5.27 4.40
H -0.37 4.12 4.41
C -1.35 -8.55 -2.79
Br -3.00 -7.83 -3.46
Br -0.33 -7.20 -1.86
Br -1.62 -10.10 -1.69
H -0.77 -8.86 -3.65
C 5.42 -3.70 1.65
Br 5.79 -5.09 0.38
Br 4.42 -2.27 0.86
Br 4.54 -4.40 3.21
H 6.37 -3.30 1.97
C 0.90 8.35 7.35
Br 0.12 6.78 8.15
Br 2.80 8.15 7.13
Br 0.03 8.81 5.71
H 0.75 9.17 8.04
C -1.54 6.40 -3.79
Br -1.08 4.61 -4.30
Br -1.24 7.64 -5.22
Br -3.34 6.49 -3.13
H -0.89 6.68 -2.98
C 8.04 -1.40 -1.57
Br 8.52 -1.73 0.26
Br 6.92 -2.80 -2.26
Br 7.22 0.33 -1.79
H 8.95 -1.40 -2.15
*
```

How positive or negative is each atom? The natural (NBO) charges in e answer that: -0.65, -0.07, -0.76, 1.22, -0.90, -0.47, -0.05, 0.07, 0.50, -0.48, -0.36, 0.38, -0.29, 0.48, -0.46, 0.22, 0.22, 0.22, 0.20, 0.18, 0.51, 0.25, -0.50, 0.14, 0.10, 0.07, 0.23, -0.51, 0.09, 0.11, 0.09, 0.23, -0.50, 0.09, 0.08, 0.09, 0.23, -0.51, 0.10, 0.07, 0.11, 0.23, -0.50, 0.10, 0.09, 0.09, 0.23, -0.51, 0.09, 0.10, 0.10, 0.22, -0.50, 0.09, 0.09, 0.10, 0.23, -0.51, 0.08, 0.10, 0.11, 0.23, -0.50, 0.08, 0.10, 0.10, 0.23

no.,total energy (hartree),frontier orbital gap (hartree)
1,-1452.4147,0.379
2,-71041.5600,0.307